No. 1
The following is a quantum chemistry calculation of C3H2O in the gas phase, from the Open Molecules 2025 dataset.

Each line ends with the Mulliken charge.
Atoms and positions in Å:
O1 0.246 -0.760 1.561  -0.4173
C1 0.367 0.051 0.680  0.0718
C2 0.149 0.255 -1.767  -0.1134
C3 -0.387 -0.034 -0.617  -0.1820
H1 1.021 0.932 0.768  0.3226
H2 -1.396 -0.444 -0.625  0.3183

Values from the calculation:
HOMO energy = -10.79 eV
2S+1 = 1
E_tot = -190.59280 Eh
Strongest force on any atom = 0.61 eV/Å
Total charge = 0
Energy above the lowest of the compared OMol25 structures with the same formula, charge and spin = 183.0 kJ/mol

***

No. 2
The following is a quantum chemistry calculation of C3H2O2 in the gas phase in a non-equilibrium geometry, from the Open Molecules 2025 dataset.

Each line ends with the Mulliken charge.
Atoms and positions in Å:
C1 0.184 0.448 -0.111  -0.2580
C2 1.165 1.129 -0.588  0.6819
C3 -0.660 -0.901 0.460  -0.1772
O1 2.001 1.923 -0.776  -0.4008
O2 -1.162 0.262 -0.239  -0.3118
H1 -0.578 -1.862 -0.178  0.2020
H2 -0.950 -0.999 1.432  0.2639

Values from the calculation:
HOMO energy = -8.60 eV
2S+1 = 1
E_tot = -265.83515 Eh
Strongest force on any atom = 6.62 eV/Å
SMILES = O=C=C1CO1
Total charge = 0
Energy above the lowest of the compared OMol25 structures with the same formula, charge and spin = 304.9 kJ/mol

***

Q: total charge of number 2 (C3H2O2)?
A: 0